Formula: C6H11N4P
Source: OMol25
Level of theory: the ωB97M-V functional and the def2-TZVPD basis

Properties
- Orbital gap (alpha / beta): 0.257 / 0.242 hartree

CARTESIAN COORDINATES (ANGSTROEM)
P  -0.87255  0.44274  -1.74413
N  -0.35710  0.78548  -3.34518
N  1.21762  -0.30921  3.99014
N  -1.71440  1.97684  -1.37297
N  -2.30834  -0.48127  -1.97836
C  1.04766  -0.70519  -0.04995
C  1.78398  0.49981  1.87711
C  1.62651  0.42447  0.53876
C  0.55066  -1.70289  2.09766
C  1.20033  -0.54764  2.72629
C  0.33086  -1.60735  0.74677
H  -1.37871  2.79954  -1.93453
H  0.45974  1.35792  -3.26103
H  -2.31195  -1.48510  -2.02844
H  0.06830  0.02896  -3.84300
H  -3.13167  -0.10325  -1.61086
H  0.90273  -0.93398  4.68820
H  0.10448  -2.35319  2.71233
H  2.50143  1.22174  2.24310
H  -0.13303  -2.45277  0.10940
H  2.15495  1.12133  -0.17345
H  -1.74149  2.02301  -0.38786

Cartesian forces, eV/Å:
-1.492 0.218 0.355
-0.218 0.565 0.109
1.253 1.720 0.275
1.309 -1.352 -2.598
1.975 -0.157 -0.677
-0.634 0.373 0.224
0.224 -0.846 -0.171
0.934 0.812 -2.016
1.281 4.008 -2.439
-0.254 -0.065 0.116
-0.125 -2.521 -1.677
-0.478 -1.140 1.311
0.524 1.025 0.228
0.257 -0.071 0.209
-0.396 -1.132 -0.190
-1.252 0.738 0.407
-0.758 -1.349 0.093
-1.446 -2.755 2.024
-0.378 0.039 0.630
0.164 1.263 1.576
-0.653 -0.396 1.085
0.163 1.024 1.127

Formula: C6H11N5O
Source: OMol25
Level of theory: the ωB97M-V functional and the def2-TZVPD basis

Properties
- SMILES string: [H]/N=C(N)/C=N/N.C#CC/C=N\O
- Orbital gap: 0.349 hartree

CARTESIAN COORDINATES (ANGSTROEM)
O  -0.70346  0.20079  0.30219
N  -1.64394  -0.25289  1.15502
N  1.49261  -1.12449  0.79556
N  3.39924  2.45269  -0.09321
N  3.12854  -2.09838  -0.59179
N  2.69657  1.29535  0.08668
C  2.55403  -1.04853  0.05936
C  -3.35595  0.43418  -0.57039
C  3.31019  0.19337  -0.06985
C  -2.82822  -0.04362  0.77989
C  -4.81572  0.20490  -0.57215
C  -5.99727  0.09636  -0.28745
H  -3.07388  1.47281  -0.73011
H  2.60574  -2.96754  -0.64264
H  -6.96949  -0.28172  -0.04579
H  4.39349  2.39817  0.16692
H  0.17549  0.05624  0.76218
H  3.67601  -1.87360  -1.41051
H  2.91528  3.24677  0.33342
H  1.05708  -2.05165  0.73979
H  4.36414  0.11363  -0.35537
H  -2.82095  -0.11275  -1.35946
H  -3.55953  -0.31007  1.54771

Cartesian forces, eV/Å:
0.829 0.400 -0.596
0.150 0.445 0.812
1.102 -0.114 -0.504
0.126 0.047 0.463
0.224 -0.675 -0.520
0.388 0.398 -0.058
-1.440 -0.588 1.119
0.342 -0.386 0.320
-0.062 0.650 -0.115
-1.004 -0.483 0.278
-1.338 0.431 0.615
1.808 -0.537 -0.564
-0.263 0.237 -0.009
0.202 0.377 -0.030
0.092 0.404 -0.151
-0.594 0.108 -0.195
-0.697 -0.295 -0.549
-0.044 -0.191 0.111
0.320 -0.589 -0.232
0.146 0.307 0.020
-0.029 0.155 0.094
-0.301 -0.018 0.112
0.042 -0.083 -0.423

Formula: C6H11N5PTc
Source: OMol25
Level of theory: the ωB97M-V functional and the def2-TZVPD basis

Properties
- <S²>: 3.7766
- Multiplicity: 4
- Orbital gap (alpha / beta): 0.215 / 0.251 hartree
- Charge: +1

CARTESIAN COORDINATES (ANGSTROEM)
Tc  1.31903  1.07522  -0.42330
P  -0.16144  2.77982  -0.52827
N  -0.63698  -0.18655  2.86453
N  0.09901  0.63692  2.06641
N  0.43840  -0.11019  1.00820
N  -0.64210  0.06936  4.22075
N  -0.64103  -1.48848  2.44110
C  -0.39782  -1.70893  -1.89664
C  0.61071  0.40559  -2.25665
C  1.73579  -0.69632  -1.84531
C  -0.08085  -1.39350  1.26170
C  -0.64042  -0.39474  -2.28216
C  0.98732  -1.93155  -1.76798
H  2.69974  -0.70682  -2.38579
H  -0.05994  -2.27579  0.64989
H  -1.12856  -0.65603  4.72936
H  1.45545  -2.89177  -1.58358
H  0.84542  1.03687  -3.11904
H  0.17673  4.10119  -0.11227
H  -1.03272  0.98728  4.38943
H  -1.21916  2.53614  0.39279
H  -1.15790  -2.45910  -1.69591
H  -1.59092  0.06606  -2.50239
H  -0.97777  3.20530  -1.62487

Cartesian forces, eV/Å:
0.835 -0.074 -1.562
-1.192 1.464 0.313
2.641 -0.778 -1.086
-1.254 -2.404 0.343
-2.435 -1.636 3.142
-0.102 0.473 0.285
-0.622 2.424 -0.081
-1.271 0.998 -0.566
1.890 -2.559 -0.312
-2.352 -0.485 -2.710
0.795 1.004 0.396
1.067 -0.492 1.028
1.867 2.558 0.633
-0.290 0.165 0.859
0.439 0.267 -0.382
-0.214 -0.123 -0.243
-0.070 -0.015 -0.084
-0.029 -0.157 0.162
-0.001 -0.377 -0.017
-0.140 0.000 0.048
0.118 0.244 -0.211
0.081 0.135 -0.329
-0.244 -0.179 0.146
0.482 -0.453 0.226

Formula: C6H11NO
Source: OMol25
Level of theory: the ωB97M-V functional and the def2-TZVPD basis

Properties
- SMILES string: [H]/N=C(\C)O.CC#CC
- Orbital gap: 0.375 hartree

CARTESIAN COORDINATES (ANGSTROEM)
O  2.70571  -0.34997  1.08143
N  2.08430  0.55685  -0.86596
C  -2.65829  -1.04954  0.13028
C  2.00635  -0.41033  -0.06002
C  1.22460  -1.68415  -0.19486
C  -0.51651  2.44038  0.13320
C  -1.27242  1.20595  0.13288
C  -1.89532  0.18242  0.13073
H  0.43892  -1.57242  -0.93634
H  -2.95957  -1.30465  -0.88649
H  1.89657  -2.48615  -0.49652
H  1.53734  0.45489  -1.71284
H  0.51796  2.24060  -0.14760
H  3.19246  0.48694  1.09840
H  -0.53555  2.88874  1.12644
H  -2.05909  -1.86544  0.53588
H  -0.94841  3.14293  -0.57953
H  0.79421  -1.94283  0.76853
H  -3.55326  -0.93424  0.74239

Cartesian forces, eV/Å:
0.167 -0.288 0.603
0.216 0.373 -0.163
-0.116 -0.148 -0.006
-0.263 0.108 -0.532
0.141 0.162 0.078
0.120 0.232 -0.004
-0.133 -0.290 -0.014
0.166 0.237 -0.007
-0.005 0.023 -0.005
-0.052 -0.097 0.051
0.030 -0.069 0.016
-0.109 -0.257 0.129
0.013 0.111 0.032
-0.090 -0.018 -0.186
0.048 0.099 -0.024
-0.085 -0.081 -0.013
0.052 0.091 0.031
-0.075 -0.067 0.040
-0.024 -0.121 -0.028

Formula: C6H11NO
Source: OMol25
Level of theory: the ωB97M-V functional and the def2-TZVPD basis

Properties
- Orbital gap: 0.276 hartree

CARTESIAN COORDINATES (ANGSTROEM)
O  -1.03437  1.23242  0.54251
N  -0.04963  -0.88596  1.26164
C  -1.53723  -0.96472  -0.72616
C  -1.38720  0.42576  -0.50798
C  -0.18185  -0.81256  -0.19577
C  0.93616  0.12831  -0.38538
C  2.38496  -0.25854  -0.33219
C  0.34888  1.35266  0.21361
H  0.96990  0.44473  -1.54940
H  0.45000  2.23357  -0.43233
H  2.93520  -0.71687  0.58794
H  0.88857  -2.05744  1.59069
H  2.22675  -1.29507  -1.04830
H  -1.13728  0.69634  -1.57108
H  0.93835  1.39228  1.03559
H  -1.76566  -1.66198  0.23605
H  -1.56134  -0.91210  1.78585
H  3.12773  0.49583  -0.49169
H  -1.83220  -1.50241  -1.71174

Cartesian forces, eV/Å:
-0.556 -0.021 -0.555
-1.523 -3.246 2.387
-1.695 -6.419 2.363
0.769 -0.246 -2.133
0.712 -0.749 0.746
-0.137 1.554 -6.446
0.592 -5.279 1.271
0.717 2.667 -0.149
-0.458 -1.025 1.873
0.197 -0.120 0.158
-1.858 0.527 -0.674
-3.529 3.306 -1.090
1.691 3.127 1.395
0.031 1.449 1.232
1.083 1.585 3.392
-1.044 1.343 -2.604
4.670 -0.619 -1.209
-0.016 0.558 -1.536
0.352 1.607 1.581

Formula: C6H11NO
Source: OMol25
Level of theory: the ωB97M-V functional and the def2-TZVPD basis

Properties
- SMILES string: CC(C)C(=O)N1CC1
- Orbital gap: 0.405 hartree

CARTESIAN COORDINATES (ANGSTROEM)
O  -1.97775  0.19982  -0.33730
N  0.27016  0.53945  -1.05239
C  0.15375  0.76722  2.11144
C  0.84776  -1.49334  1.17797
C  -0.78268  0.15533  -0.18319
C  -0.21916  1.38250  -2.12700
C  -0.14871  -0.07395  -2.42641
C  -0.32849  -0.39093  1.14815
H  -1.28452  1.63848  -2.25370
H  -0.62893  1.41038  2.61564
H  0.96227  -1.87076  2.29886
H  0.70225  1.33148  1.17911
H  0.64909  -2.59235  0.64336
H  0.53303  2.11490  -2.48435
H  1.79066  -1.00905  0.88477
H  1.02308  0.29457  2.96458
H  0.65217  -0.59958  -3.24092
H  -1.03808  -0.84073  -2.39188
H  -1.17590  -0.96344  1.47326

Cartesian forces, eV/Å:
0.104 0.721 -1.196
-1.174 -0.811 -1.244
2.644 -0.463 -1.153
-0.787 -2.099 0.937
0.063 -0.954 2.085
-0.938 -0.217 -1.961
1.987 -2.742 -2.000
1.476 -2.004 1.679
0.582 0.629 1.080
0.940 -0.897 -0.759
-0.253 1.139 -2.170
-0.584 -0.302 3.171
0.400 3.281 0.738
-0.636 -0.797 0.003
-0.194 -0.582 -0.131
-2.768 1.720 -2.695
-1.587 1.841 2.898
1.371 2.378 0.103
-0.645 0.159 0.614

Formula: C6H11NO
Source: OMol25
Level of theory: the ωB97M-V functional and the def2-TZVPD basis

Properties
- SMILES string: C=CC[C@@H](C)NC=O
- Orbital gap: 0.384 hartree

CARTESIAN COORDINATES (ANGSTROEM)
O  2.14357  -2.72714  -0.37015
N  1.00233  -0.88431  -0.06925
C  -0.04258  -0.20810  0.68971
C  -1.18864  -1.06606  1.28581
C  1.68263  -1.94607  0.39830
C  0.21364  2.24878  -1.77036
C  -0.72745  0.70906  -0.32919
C  0.00791  1.96199  -0.45747
H  -1.87169  -0.54649  2.10340
H  1.07631  -0.58686  -1.03000
H  0.39208  0.25664  1.57897
H  -0.76674  -0.06190  -1.21466
H  -1.73960  1.04799  -0.02952
H  0.18501  1.41163  -2.45869
H  1.91389  -2.09640  1.53679
H  0.43406  3.20946  -2.28867
H  -1.64836  -1.31137  0.37587
H  -0.95380  -2.02935  1.72974
H  -0.11258  2.61851  0.31938

Cartesian forces, eV/Å:
1.350 -1.781 -1.056
-1.379 0.999 1.630
-0.750 -0.020 2.037
-0.034 0.068 1.451
0.554 -0.023 1.287
0.875 1.145 0.598
0.168 -2.225 1.131
-0.527 -0.435 -5.882
1.415 -0.596 -2.171
0.278 -0.695 -0.052
0.290 0.797 -0.408
-0.385 2.251 0.986
0.288 -0.878 -0.026
-0.245 0.091 -0.073
-1.036 0.767 -1.509
0.140 -0.592 0.995
-1.971 -0.614 -0.853
0.665 -0.029 0.174
0.303 1.768 1.741

Formula: C6H11NO
Source: OMol25
Level of theory: the ωB97M-V functional and the def2-TZVPD basis

Properties
- SMILES string: [H]/N=C(C)\C=C(\O)CC
- Orbital gap: 0.354 hartree

CARTESIAN COORDINATES (ANGSTROEM)
O  -0.79272  1.14415  2.07878
N  -0.30478  0.21079  -2.29270
C  -0.77871  -0.44433  -1.27967
C  -1.32281  0.24143  -0.07784
C  -0.48514  0.44209  0.93950
C  1.96741  1.16187  0.92455
C  1.01579  -0.02374  0.83881
C  -0.96080  -1.93797  -1.36685
H  0.00207  -2.40114  -1.60032
H  1.17478  -0.68300  1.70091
H  -2.36510  0.53529  -0.09669
H  -1.67296  -2.16982  -2.16363
H  3.00514  0.81321  0.93227
H  1.82889  1.83398  0.07174
H  -0.36361  1.22114  -2.12709
H  -1.32947  -2.35586  -0.42660
H  1.81406  1.73458  1.84498
H  -1.74909  1.31795  2.11232
H  1.31704  -0.64062  -0.01248

Cartesian forces, eV/Å:
0.110 -0.478 -0.109
-0.560 -0.973 1.144
-0.409 1.136 -1.770
0.529 -0.129 0.269
1.028 -0.142 -0.917
0.187 0.215 0.196
-0.898 0.396 1.408
0.375 -0.089 0.075
-0.172 -0.076 -0.124
0.045 0.163 0.105
-0.061 0.083 0.159
0.155 -0.023 0.048
-0.126 0.067 -0.086
0.056 -0.081 0.095
0.127 -0.284 0.172
0.055 0.100 -0.145
-0.051 -0.059 -0.179
0.471 -0.094 -0.165
-0.860 0.268 -0.175

Formula: C6H11NO
Source: OMol25
Level of theory: the ωB97M-V functional and the def2-TZVPD basis

Properties
- SMILES string: CN/C=C/CCC=O
- Orbital gap: 0.323 hartree

CARTESIAN COORDINATES (ANGSTROEM)
O  1.82482  3.87082  -0.32012
N  -1.27999  -2.04448  0.09040
C  -0.41478  -1.04740  -0.35248
C  1.74799  3.23394  0.69418
C  -0.55045  0.24539  -0.08288
C  -1.37334  -3.30380  -0.59176
C  0.44853  1.31015  -0.45130
C  1.18125  1.84282  0.78564
H  1.15386  0.92946  -1.18423
H  -1.90366  -3.27302  -1.55599
H  -0.38181  -3.71391  -0.78076
H  0.39050  -1.46172  -0.95240
H  1.98291  1.14690  1.02019
H  0.52089  1.78076  1.65459
H  -0.10630  2.11774  -0.94576
H  2.06340  3.64124  1.67617
H  -2.01017  -1.82177  0.74412
H  -1.38941  0.57713  0.52465
H  -1.90426  -4.03025  0.02776

Cartesian forces, eV/Å:
0.108 0.163 -0.020
0.402 0.040 0.089
-0.846 -0.725 0.193
-0.340 -0.467 0.146
0.537 0.320 0.118
-0.255 -0.392 -0.185
-0.586 0.165 -0.068
-0.311 -0.250 -0.321
0.137 -0.029 -0.091
0.062 0.173 0.081
0.119 0.004 -0.001
0.113 0.274 -0.041
0.358 -0.019 0.197
-0.019 0.229 0.097
0.283 0.070 0.107
0.183 0.190 -0.106
0.038 0.218 -0.180
-0.067 -0.068 -0.054
0.082 0.104 0.040

Formula: C6H11NO
Source: OMol25
Level of theory: the ωB97M-V functional and the def2-TZVPD basis

Properties
- SMILES string: C=NC(=C)CCCO
- Orbital gap: 0.363 hartree

CARTESIAN COORDINATES (ANGSTROEM)
O  2.47104  0.07432  0.81697
N  -2.20254  0.18520  -0.59280
C  0.13907  -0.74974  -0.74692
C  -2.73314  0.92677  -1.51295
C  1.57783  -0.82492  1.52236
C  -0.80406  0.35991  -0.39356
C  0.81389  -1.62415  0.45590
C  -0.45810  1.57667  0.07741
H  0.02501  -2.09779  0.88818
H  0.99454  -0.23909  2.20981
H  1.60070  -2.23367  -0.01445
H  -1.17940  2.41166  0.08931
H  0.99318  -0.23407  -1.03195
H  -0.06207  -1.46763  -1.46951
H  -3.84590  0.77103  -1.63097
H  -2.35573  1.68364  -2.16251
H  2.25156  1.07964  0.85310
H  0.55281  1.78014  0.43618
H  2.22130  -1.37791  2.20641

Cartesian forces, eV/Å:
0.155 2.315 -0.001
0.028 0.986 -2.554
1.619 0.067 3.869
-2.461 -2.342 2.039
0.401 1.639 -0.807
-0.825 1.086 0.334
1.441 2.496 -1.209
0.402 -0.245 -0.153
-1.858 -2.223 1.341
-0.949 0.248 0.029
-0.775 -0.299 0.035
0.361 -0.753 0.411
1.586 0.971 -1.191
-1.319 -0.854 -1.419
1.132 0.240 0.073
1.219 0.390 -0.216
0.227 -3.086 0.278
-0.343 0.086 -0.420
-0.039 -0.720 -0.438

Values of ΔE to the lowest compared entry with this formula, charge and spin, in order: 1.3822 3.4086 2.4380 1.9942 13.3065 4.5463 2.8857 1.5746 1.6416 3.3912, all in eV.